Formula: C19H14BrIrN6O7
Source: OMol25
Level of theory: the ωB97M-V functional and the def2-TZVPD basis

* charge: -1
* frontier orbital gap (alpha / beta): 8.2028 / 7.0405 eV
* maximum force: 0.50 eV Å⁻¹
* energy relative to the best compared isomer or geometry (same formula, charge and spin): 0.861 eV
* spin multiplicity: 2
* LUMO (alpha / beta): 1.906 / 0.831 eV

Last column: Löwdin charge in e.
CARTESIAN COORDINATES (ANGSTROEM)
Ir (-1.59240, 0.16674, 0.15044)  1.634
N (-0.73381, 2.06726, -0.45585)  -0.058
C (-1.79443, 3.02575, -0.77880)  -0.112
C (-2.87887, 2.83384, 0.25240)  -0.526
O (-3.58373, 3.74372, 0.65903)  0.048
N (-2.93004, 1.55005, 0.66090)  -0.115
C (-3.54960, 1.23017, 1.93476)  -0.108
C (-2.50728, 0.53802, 2.80787)  -0.590
O (-2.63581, 0.43217, 4.00459)  0.069
O (-1.47116, 0.06698, 2.13806)  -0.174
H (-0.16507, 1.83417, -1.26181)  0.100
H (-0.10901, 2.39492, 0.29666)  0.072
H (-1.44311, 4.05530, -0.74086)  0.131
H (-2.18647, 2.81785, -1.77413)  0.118
H (-3.89499, 2.13935, 2.42028)  0.125
H (-4.39495, 0.55278, 1.80867)  0.124
O (-4.10382, -3.03722, 0.10940)  0.091
C (-3.15647, -2.28353, 0.11477)  -0.553
O (-3.23460, -0.98984, 0.20729)  -0.148
C (-1.75246, -2.81884, 0.02213)  -0.170
C (-1.53543, -4.18268, -0.00962)  0.013
C (-0.23268, -4.64605, -0.03287)  -0.044
C (0.79593, -3.72005, -0.01234)  -0.035
C (0.49612, -2.36862, 0.01350)  -0.076
N (-0.76153, -1.92018, 0.01577)  0.023
H (-2.39847, -4.83207, -0.00158)  0.123
H (-0.02316, -5.70760, -0.05522)  0.109
H (1.83292, -4.02566, -0.01364)  0.108
H (1.25740, -1.60775, 0.03982)  0.079
Br (7.66002, -0.20691, 0.17535)  0.704
C (5.81437, 0.21131, 0.34737)  -0.694
C (5.41352, 1.11681, 1.31605)  -0.122
C (4.06625, 1.42069, 1.43225)  -0.010
C (3.12948, 0.80943, 0.60827)  -0.119
C (3.55576, -0.09250, -0.35847)  -0.023
C (4.90327, -0.39194, -0.50171)  -0.125
C (1.66573, 1.15939, 0.76708)  -0.580
O (1.37789, 2.25553, 1.26500)  0.016
O (0.84814, 0.27551, 0.34474)  -0.150
H (6.14511, 1.57978, 1.96373)  0.098
H (3.71919, 2.13882, 2.16307)  0.121
H (2.82748, -0.54623, -1.01826)  0.112
H (5.24078, -1.07991, -1.26450)  0.098
N (-1.73131, 0.06018, -1.89894)  0.024
C (-1.87771, 0.27813, -3.03346)  -0.315
N (-2.07353, 0.40795, -4.29322)  0.061
C (-1.31401, 1.27980, -4.94980)  -0.424
N (-0.68343, 2.01523, -5.58415)  0.073


Formula: C2H5IN2OS
Source: OMol25
Level of theory: the ωB97M-V functional and the def2-TZVPD basis

* structure (SMILES): CSN(N)C(=O)I
* frontier orbital gap: 9.4048 eV
* maximum force: 2.70 eV Å⁻¹
* energy relative to the best compared isomer or geometry (same formula, charge and spin): 0.097 eV
* LUMO: 0.447 eV

Last column: Löwdin charge in e.
CARTESIAN COORDINATES (ANGSTROEM)
C (-1.89121, -0.47445, -0.16351)  -0.368
S (-0.89701, 0.17686, 1.21962)  0.876
N (0.64489, 0.28546, 0.49335)  -0.576
N (1.51311, -0.78276, 0.42175)  -0.071
C (0.91981, 1.47277, -0.33987)  -0.943
O (0.17913, 2.38136, -0.44269)  -0.011
I (2.81477, 1.35832, -1.29095)  0.834
H (-2.84492, -0.76267, 0.26276)  0.028
H (-1.40027, -1.34201, -0.59395)  0.027
H (-2.03144, 0.30345, -0.90626)  0.032
H (1.07991, -1.60588, 0.01340)  0.083
H (1.91323, -1.01044, 1.32634)  0.090


Formula: C4H7N3S
Source: OMol25
Level of theory: the ωB97M-V functional and the def2-TZVPD basis

* structure (SMILES): [H]/N=C\N(C=S)N1CC1
* frontier orbital gap: 8.8807 eV
* maximum force: 2.90 eV Å⁻¹
* energy relative to the best compared isomer or geometry (same formula, charge and spin): 4.429 eV
* LUMO: 0.152 eV

Last column: Löwdin charge in e.
CARTESIAN COORDINATES (ANGSTROEM)
H (-0.86958, 1.99011, 0.06227)  -0.004
N (0.04782, 2.33274, 0.07471)  0.124
C (0.91552, 1.43326, -0.03224)  -0.246
N (0.80472, 0.01436, -0.12363)  -0.118
C (1.99688, -0.67906, -0.18657)  -0.684
S (3.56703, -0.29963, 0.10717)  0.630
N (-0.28915, -0.95810, -0.03770)  -0.073
C (-1.53419, -0.60407, -0.64433)  -0.138
C (-1.41336, -0.76305, 0.85342)  -0.102
H (2.02719, 1.63491, -0.07176)  0.078
H (1.67033, -1.68675, -0.55444)  0.082
H (-2.01533, -1.40926, -1.25126)  0.108
H (-1.88450, 0.41883, -1.07639)  0.136
H (-1.62628, -1.61668, 1.46720)  0.097
H (-1.39710, 0.19238, 1.41353)  0.110


Formula: C5H7ClN2
Source: OMol25
Level of theory: the ωB97M-V functional and the def2-TZVPD basis

* structure (SMILES): N[C@@]1(Cl)C=CC=NC1
* frontier orbital gap: 9.4096 eV
* maximum force: 4.34 eV Å⁻¹
* energy relative to the best compared isomer or geometry (same formula, charge and spin): 1.888 eV
* LUMO: 0.176 eV

Last column: Löwdin charge in e.
CARTESIAN COORDINATES (ANGSTROEM)
N (-0.42024, -1.95599, 0.54616)  0.035
C (0.17158, -0.79321, 0.11758)  -0.812
Cl (1.69468, -1.20870, -0.96434)  0.545
C (-0.54618, -0.11305, -1.00205)  -0.128
C (-0.52536, 1.27017, -1.08499)  -0.072
C (0.38989, 1.94581, -0.23953)  -0.200
N (0.81643, 1.43270, 0.84428)  0.039
C (0.23184, 0.21546, 1.26920)  -0.187
H (-0.43637, -2.66045, -0.15467)  0.062
H (0.20700, -2.46020, 1.27631)  0.144
H (-1.14534, -0.81219, -1.58772)  0.116
H (-0.94580, 1.69690, -2.02334)  0.115
H (0.62899, 2.95413, -0.45906)  0.099
H (-0.80264, 0.55031, 1.27968)  0.138
H (0.68154, -0.06168, 2.18251)  0.108


Formula: C25H33N3O5SYb
Source: OMol25
Level of theory: the ωB97M-V functional and the def2-TZVPD basis

* charge: +1
* frontier orbital gap (alpha / beta): 7.8270 / 7.8316 eV
* maximum force: 2.63 eV Å⁻¹
* spin multiplicity: 2
* LUMO (alpha / beta): -2.206 / -2.206 eV

Last column: Löwdin charge in e.
CARTESIAN COORDINATES (ANGSTROEM)
Yb (0.22443, -0.51483, -0.52928)  1.663
O (1.20098, 1.10711, 0.55689)  -0.220
C (2.17628, 1.94690, 0.35291)  -0.374
C (2.31612, 3.02430, 1.24015)  -0.032
C (3.31053, 3.97080, 1.09640)  -0.082
C (4.15193, 3.93202, -0.01658)  -0.104
C (4.06861, 2.89693, -0.92267)  -0.034
C (3.09391, 1.87403, -0.71974)  -0.132
C (3.06519, 0.79757, -1.71021)  -0.057
N (2.27234, -0.23221, -1.71705)  -0.088
C (2.42611, -1.13762, -2.81141)  -0.220
C (2.04204, -2.58699, -2.41325)  -0.181
N (0.70959, -2.50456, -1.82154)  -0.070
C (0.04302, -3.59375, -1.72390)  -0.091
C (-1.24677, -3.84381, -1.11413)  -0.134
C (-1.66479, -5.20320, -1.16377)  -0.049
C (-2.79103, -5.64465, -0.53238)  -0.070
C (-3.55656, -4.63346, 0.14360)  -0.063
C (-3.27186, -3.29980, 0.06415)  -0.032
C (-2.04750, -2.86606, -0.47306)  -0.353
O (-1.69167, -1.58936, -0.48113)  -0.240
H (1.71256, 3.00487, 2.15605)  0.116
H (3.43795, 4.74351, 1.86201)  0.112
H (4.94291, 4.68524, -0.06956)  0.106
H (4.65416, 2.82215, -1.81040)  0.101
H (3.76835, 0.89156, -2.54214)  0.129
H (3.45261, -1.07828, -3.15774)  0.111
H (1.74793, -0.74144, -3.59571)  0.132
H (2.72486, -3.01789, -1.65550)  0.130
H (2.10331, -3.26147, -3.26911)  0.118
H (0.41606, -4.44849, -2.28078)  0.126
H (-1.07716, -5.89951, -1.72878)  0.105
H (-3.12402, -6.64410, -0.55051)  0.088
H (-4.47739, -4.96224, 0.61797)  0.106
H (-3.85034, -2.56414, 0.57877)  0.108
C (1.09745, -1.24363, 4.94598)  -0.123
C (1.45245, -1.11840, 3.47540)  -0.391
S (0.77181, -2.45968, 2.48632)  1.010
O (0.75800, -1.94054, 1.06197)  -0.631
C (-0.96708, -2.45519, 3.00636)  -0.353
C (-1.66134, -1.12784, 2.80255)  -0.100
H (1.69596, -0.49289, 5.46828)  0.086
H (1.27259, -2.24823, 5.40456)  0.099
H (0.04013, -0.96884, 5.06102)  0.070
H (2.50912, -1.11873, 3.25148)  0.092
H (0.98128, -0.24171, 2.98911)  0.078
H (-0.94394, -2.81714, 4.02128)  0.083
H (-1.27895, -3.30936, 2.39524)  0.083
H (-1.03781, -0.33103, 3.17595)  0.060
H (-2.57020, -1.15694, 3.35356)  0.078
H (-1.87499, -0.88890, 1.75043)  0.060
O (-0.33447, 0.97477, -2.40961)  -0.006
C (-1.16853, 1.56694, -1.71694)  -0.595
O (-1.46686, 1.22591, -0.51578)  -0.102
C (-1.92418, 2.78291, -2.25990)  -0.129
N (-2.94512, 3.01994, -1.17919)  0.080
C (-2.81002, 4.44905, -0.75295)  -0.097
C (-1.30160, 4.63183, -0.88178)  -0.146
C (-1.01806, 4.02660, -2.23080)  -0.109
H (-2.39575, 2.67102, -3.23946)  0.172
H (-2.56412, 2.37543, -0.40540)  0.148
H (-3.88387, 2.76266, -1.41716)  0.176
H (-3.14043, 4.50435, 0.25080)  0.116
H (-3.41668, 5.16852, -1.37891)  0.158
H (-0.82699, 4.09209, -0.09640)  0.110
H (-1.01976, 5.68802, -0.75539)  0.138
H (0.03334, 3.82829, -2.52120)  0.146
H (-1.32411, 4.72156, -2.99802)  0.118